1.
ORCA calculation (wB97M-V/def2-TZVPD) on a structure of composition C47H38N9O3P2RuSi at a distorted geometry.

## Properties
E: -97942.8612 eV
Total charge: -2
Maximum force: 1.44 eV/Å
2S+1: 6
⟨S²⟩: 8.80

Atoms and positions in Å:
Ru -0.60077 -0.05986 0.47538
N -4.13508 -1.75367 0.75492
C -4.08054 -0.38887 0.65065
N -5.14896 0.40983 0.65670
N -4.64977 1.63867 0.51804
N -3.35996 1.56764 0.44305
N -2.94866 0.30204 0.53663
C -3.02695 -2.54739 0.58739
N -3.04875 -3.87803 0.62028
N -1.78870 -4.23826 0.36371
N -1.06334 -3.17759 0.20526
N -1.80373 -2.07858 0.34756
H -5.03323 -2.19396 0.80811
O -0.97227 0.48364 3.10003
C -0.44494 -0.47983 2.50250
C 0.00123 -1.69918 3.07940
C -0.33938 -2.12174 4.39187
C 0.14029 -3.32136 4.87014
C 0.96935 -4.13373 4.08768
C 1.31260 -3.72835 2.79030
C 0.83996 -2.53570 2.29481
P 1.22000 -1.73257 0.71129
C 2.61392 -0.68743 1.30398
C 2.93204 0.50225 0.45045
C 3.94729 1.51679 1.01610
C 4.69310 1.08334 2.22543
C 4.35642 -0.03284 2.88627
C 3.30682 -0.90915 2.43539
C 2.18608 -3.03134 -0.18323
C 1.62103 -4.26574 -0.51786
C 2.36973 -5.23387 -1.16885
C 3.69125 -4.99090 -1.51971
C 4.25414 -3.76143 -1.21750
C 3.50951 -2.79449 -0.55941
H -0.99300 -1.49921 4.99086
H -0.13972 -3.64917 5.86654
H 1.33412 -5.07839 4.47425
H 1.95885 -4.35120 2.18387
H 3.21378 0.19587 -0.56004
H 4.63975 1.83642 0.23151
H 5.46881 1.74870 2.58430
H 4.89793 -0.29972 3.78705
H 3.05639 -1.77301 3.03947
H 0.59563 -4.46461 -0.24612
H 1.91710 -6.19090 -1.40078
H 4.27774 -5.75339 -2.01931
H 5.28161 -3.55201 -1.49347
H 3.97546 -1.84936 -0.31601
O 3.14571 2.69023 1.33534
C 1.85409 2.45650 0.96296
O 1.72703 1.28021 0.29431
C 0.70574 2.93845 1.75433
P -0.93849 2.46205 0.95116
C -1.91973 3.52701 2.10199
C -1.90815 4.91608 1.97584
C -2.65955 5.71350 2.82594
C -3.41956 5.13667 3.83334
C -3.40524 3.75879 3.99026
C -2.66004 2.96134 3.13535
C -0.96208 3.55027 -0.53948
C 0.19880 3.99319 -1.17169
C 0.13689 4.72430 -2.35022
C -1.08678 5.02699 -2.92292
C -2.25182 4.59721 -2.30318
C -2.19160 3.86693 -1.12794
H 0.79317 4.01334 1.92391
H 0.64654 2.43049 2.73034
H -1.31318 5.38436 1.20283
H -2.65184 6.79056 2.69993
H -4.01834 5.75850 4.48896
H -3.98570 3.30390 4.78431
H -2.64814 1.88521 3.25707
H 1.16285 3.76113 -0.73834
H 1.05551 5.04766 -2.82718
H -1.12988 5.59332 -3.84649
H -3.21622 4.82368 -2.74297
H -3.10014 3.52956 -0.65033
C 3.62164 -1.02651 -3.82997
C 3.34083 0.27695 -3.43865
C 2.09390 0.59549 -2.91746
C 1.08927 -0.36615 -2.76232
C 1.39974 -1.66852 -3.16447
C 2.64028 -1.99830 -3.69373
Si -0.57073 0.14250 -1.92627
C -1.92747 -0.73887 -2.95050
C -2.82453 -0.00885 -3.73229
C -3.79252 -0.63274 -4.50699
C -3.88238 -2.01848 -4.52814
C -3.02695 -2.76407 -3.72851
C -2.08116 -2.12877 -2.93572
H 4.59179 -1.27955 -4.24323
H 4.10128 1.04569 -3.53878
H 1.88376 1.61971 -2.61974
H 0.65594 -2.44870 -3.06084
H 2.84663 -3.02218 -3.98622
H -0.68264 1.50155 -2.58121
H -2.75728 1.07481 -3.73093
H -4.48598 -0.03818 -5.09249
H -4.62054 -2.51239 -5.15010
H -3.10621 -3.84570 -3.71001
H -1.47070 -2.72850 -2.26775

Forces on atoms 1 to 2 (eV/Å):
Ru -0.9 0.3 -0.3
N -0.1 -0.1 0.2

2.
ORCA calculation (wB97M-V/def2-TZVPD) on a structure of composition C47H39Cl2IrN7O5S2.

## Properties
E: -119591.7333 eV
Total charge: 0
Maximum force: 0.84 eV/Å
2S+1: 2
⟨S²⟩: 0.79

Atoms and positions in Å:
Ir -1.03876 1.01007 -0.80596
N 0.59535 4.04124 1.44183
C -0.28632 4.32095 2.50605
C -0.40967 5.60818 2.99944
C -1.30068 5.86279 4.03308
C -2.07932 4.83843 4.55033
C -1.96258 3.55202 4.04057
C -1.04698 3.28884 3.03454
S -0.71237 1.64581 2.51250
N -0.22973 1.93358 0.88502
C 0.47889 2.98721 0.62472
C 0.09967 3.62551 -1.68960
C 0.68609 4.00790 -3.02344
C -0.00825 3.87706 -4.15527
C -1.32501 3.28676 -4.14385
C -1.74419 2.70544 -2.99909
N -1.09221 2.75457 -1.80556
H 1.21417 4.77567 1.13030
H 0.18545 6.40792 2.57432
H -1.39188 6.86724 4.42318
H -2.78086 5.03730 5.34888
H -2.56888 2.74574 4.43333
H 1.68635 4.42192 -3.03134
H 0.42692 4.20118 -5.09299
H -1.94055 3.24543 -5.02925
H -2.68461 2.16765 -2.97742
C 2.30960 -1.91204 4.27956
O 2.50272 -2.13448 2.89520
C 2.70794 -3.41602 2.49286
C 2.64273 -4.51679 3.33424
C 2.91474 -5.78671 2.84032
C 3.25003 -5.96524 1.51096
C 3.28359 -4.86774 0.66244
C 3.00747 -3.59535 1.13358
N 3.11504 -2.47642 0.27679
C 2.19818 -1.42981 0.11332
N 2.93855 -0.27679 -0.05482
C 2.63224 1.08296 -0.25346
C 1.61511 1.59540 -1.04651
C 1.18014 3.02469 -0.73836
C 2.41046 3.88498 -0.62750
C 3.51237 3.36709 -0.03238
C 3.55556 1.99073 0.30347
O 4.58094 1.43133 1.00429
C 5.37930 2.28818 1.80511
N 0.90711 -1.51799 0.11523
C 0.33473 -2.80820 -0.14458
C 0.70392 -3.45180 -1.33134
C 0.23052 -4.69649 -1.69135
C -0.65041 -5.35676 -0.84526
C -1.03898 -4.74485 0.32700
C -0.57294 -3.47969 0.68658
O -1.03730 -3.05275 1.89595
C -1.23498 -1.66549 2.09383
H 2.23509 -0.83413 4.40244
H 3.15351 -2.29116 4.86157
H 1.38733 -2.38168 4.62898
H 2.38324 -4.39342 4.37526
H 2.86149 -6.63652 3.50820
H 3.46353 -6.95291 1.12547
H 3.50866 -4.99179 -0.38963
H 3.92953 -2.43935 -0.31207
H 3.85419 -0.37857 0.35557
H -0.21938 4.53841 -1.15062
H 2.38037 4.91754 -0.95255
H 4.38215 3.98683 0.14026
H 4.75709 3.00035 2.35069
H 6.10896 2.82876 1.19845
H 5.90469 1.64894 2.50958
H 1.42154 -2.94920 -1.96518
H 0.55524 -5.14950 -2.61963
H -1.03170 -6.33801 -1.09609
H -1.72419 -5.22661 1.01242
H -1.76741 -1.56814 3.03878
H -1.86142 -1.23964 1.30436
H -0.28629 -1.13645 2.13655
Cl 3.66467 0.72951 -3.15657
C 2.24269 -0.20022 -3.52688
C 2.33178 -1.07976 -4.59390
C 1.22147 -1.75919 -5.06803
C -0.00579 -1.53623 -4.46311
C -0.06109 -0.68204 -3.38977
Cl -1.62647 -0.45609 -2.62124
C 1.02812 0.01392 -2.83630
N 0.77193 0.90693 -1.85255
H 3.29381 -1.20030 -5.07339
H 1.30741 -2.43590 -5.90581
H -0.90315 -2.03554 -4.80232
O -8.85738 -2.02108 -0.76977
C -7.95478 -1.56037 -1.66889
O -8.14104 -1.75586 -2.83788
C -6.76638 -0.83178 -1.13615
C -6.58924 -0.48274 0.20145
C -5.45590 0.19069 0.61626
C -4.45610 0.55015 -0.29436
S -3.08102 1.45038 0.32782
C -4.65253 0.21770 -1.63678
C -5.78111 -0.46423 -2.04802
H -8.56592 -1.82840 0.12756
H -7.32705 -0.72517 0.95956
H -5.32762 0.44184 1.66123
H -3.92607 0.52407 -2.37428
H -5.92784 -0.71431 -3.09026

Forces on atoms 1 to 2 (eV/Å):
Ir 0.0 0.1 -0.5
N 0.2 -0.1 0.3

3.
ORCA calculation (wB97M-V/def2-TZVPD) on a structure of composition C47H41N6O3S2SbTeW at a distorted geometry.

## Properties
E: -101811.4806 eV
Total charge: 0
Maximum force: 1.75 eV/Å
2S+1: 1

Atoms and positions in Å:
W 1.46362 -0.26374 1.05164
C 1.19226 -1.30232 3.33273
C 1.61304 0.03224 3.51660
C 2.90311 0.17317 2.92125
C 3.25113 -1.08506 2.33168
C 2.17127 -1.98449 2.55000
C 2.16881 -3.45062 2.26735
C 4.60928 -1.44229 1.82420
C 3.88995 1.25007 3.22943
C 0.94998 1.03810 4.40243
C 0.09615 -1.99804 4.06739
H 1.15762 -3.85545 2.25875
H 2.72799 -3.96539 3.05309
H 2.64019 -3.67583 1.31277
H 5.01640 -0.65461 1.18864
H 4.58784 -2.36835 1.25508
H 5.27797 -1.57487 2.67879
H 4.75547 1.18555 2.57517
H 4.22231 1.09792 4.26110
H 3.48078 2.25704 3.14840
H 1.54664 1.94333 4.49242
H 0.82586 0.61249 5.40016
H -0.04163 1.32556 4.04560
H -0.46575 -2.69875 3.45270
H -0.60852 -1.31398 4.53410
H 0.57459 -2.58045 4.86089
N 0.13580 1.32443 1.14597
C -0.78675 2.02234 0.95009
C -1.88092 2.78646 0.69276
C -3.06917 2.08605 0.33710
N -4.00995 1.51111 0.00548
C -1.77457 4.20496 0.67322
N -1.68485 5.35189 0.66874
Te 3.06267 1.71721 0.03197
C 2.56870 3.57350 0.89459
C 3.12292 4.65292 0.20920
C 2.86082 5.95189 0.61929
C 2.04018 6.18848 1.71108
C 1.49567 5.11790 2.40226
C 1.75994 3.81504 1.99957
H 3.75434 4.49308 -0.65706
H 3.29153 6.77995 0.07231
H 1.81916 7.20221 2.01497
H 0.85111 5.29475 3.25321
H 1.32351 2.99790 2.55242
O -5.68519 -2.75524 5.09493
S -6.14978 -4.01547 4.54434
O -7.56675 -4.26156 4.64926
O -5.28955 -5.15360 4.82819
C -5.83652 -3.82392 2.77959
N -6.60341 -4.44425 1.87149
C -6.23241 -4.37736 0.60624
C -5.08310 -3.71833 0.17510
C -4.38419 -3.09184 1.18690
N -4.74957 -3.11675 2.45552
C -3.08493 -2.36523 1.00024
C -2.16197 -2.66401 0.01065
C -0.90048 -2.10503 0.06657
N -0.53115 -1.23137 1.01960
C -1.47937 -0.86013 1.91509
C -2.73083 -1.41183 1.95408
H -6.87548 -4.87720 -0.11226
H -4.79275 -3.68647 -0.86492
H -2.37413 -3.36936 -0.78129
H -0.13774 -2.40400 -0.63178
H -1.20037 -0.10144 2.63039
H -3.42884 -1.14912 2.73704
S 2.38700 -1.57360 -0.42723
Sb 0.42148 0.38322 -2.26346
C 2.16846 -0.05935 -3.41247
C 3.27354 0.79508 -3.42047
C 4.41565 0.48592 -4.14755
C 4.47869 -0.68638 -4.88441
C 3.38395 -1.53706 -4.90173
C 2.24293 -1.22501 -4.17502
C -0.92252 -0.97947 -3.25058
C -0.76370 -2.36391 -3.14994
C -1.66416 -3.23821 -3.74130
C -2.75391 -2.73893 -4.44098
C -2.92343 -1.36901 -4.55459
C -2.01453 -0.49597 -3.96799
C -0.15502 2.15160 -3.28145
C -1.35635 2.74587 -2.88676
C -1.78317 3.93854 -3.45071
C -1.00481 4.55845 -4.41797
C 0.18663 3.97601 -4.82209
C 0.61356 2.78025 -4.25707
H 3.24229 1.73158 -2.88113
H 5.25325 1.17151 -4.14483
H 5.36699 -0.92833 -5.45264
H 3.41172 -2.44737 -5.48653
H 1.40222 -1.89976 -4.23221
H 0.09058 -2.78540 -2.62944
H -1.51192 -4.30722 -3.65931
H -3.46238 -3.41600 -4.89960
H -3.76547 -0.96992 -5.10485
H -2.17112 0.56818 -4.07884
H -1.97993 2.27558 -2.13107
H -2.71393 4.38432 -3.12639
H -1.32616 5.49547 -4.85292
H 0.78984 4.45189 -5.58426
H 1.53575 2.33764 -4.60675

Forces on atoms 1 to 2 (eV/Å):
W 0.9 -1.5 0.1
C -0.1 -0.1 -0.1

4.
ORCA calculation (wB97M-V/def2-TZVPD) on a structure of composition C47H42FN2NiO3P2.

## Properties
E: -120878.2155 eV
Total charge: +1
Maximum force: 0.70 eV/Å
2S+1: 1

Atoms and positions in Å:
Ni -0.28990 0.23803 0.31891
C -3.45144 -4.01941 5.15510
C -2.36064 -3.56390 4.18876
C -1.15447 -4.51811 4.30839
C -1.88024 -2.15068 4.49641
C -1.94139 -1.56950 5.75424
C -1.37305 -0.32516 6.00063
C -0.77453 0.37340 4.97026
C -0.75415 -0.15065 3.67656
P 0.03650 0.81826 2.35847
C 1.77483 0.67719 2.91003
C 2.28039 -0.62443 3.00063
C 3.59242 -0.84725 3.38748
C 4.41672 0.22882 3.69208
C 3.91830 1.51951 3.61613
C 2.60374 1.74767 3.22684
C -0.43326 2.55688 2.59442
C -1.57882 2.95591 3.27273
C -1.96215 4.28970 3.26560
C -1.20040 5.23548 2.59682
C -0.06060 4.84100 1.90948
C 0.31030 3.50713 1.89359
C -1.26470 -1.42828 3.47691
O -1.10288 -2.00230 2.23508
C -2.12398 -2.83574 1.81553
C -2.38524 -2.87264 0.44827
C -3.44662 -3.65975 0.01151
C -4.19966 -4.38526 0.91853
C -3.89078 -4.35248 2.27080
C -2.83736 -3.58155 2.74443
P -1.35371 -1.85415 -0.65918
C -2.29853 -1.75566 -2.20959
C -2.94603 -0.55079 -2.47634
C -3.70314 -0.40417 -3.63073
C -3.80982 -1.45671 -4.52701
C -3.16410 -2.66029 -4.26985
C -2.41250 -2.81106 -3.11565
C 0.03098 -2.98015 -1.06426
C 0.71811 -2.81992 -2.27149
C 1.88919 -3.52050 -2.52072
C 2.40334 -4.38546 -1.56277
C 1.72955 -4.55442 -0.36200
C 0.55324 -3.85841 -0.11328
H -3.07930 -4.03409 6.17811
H -3.76080 -5.03873 4.92883
H -4.32566 -3.36898 5.10871
H -0.77064 -4.51249 5.32944
H -0.34740 -4.21552 3.63851
H -1.45240 -5.53517 4.05034
H -2.41262 -2.10012 6.56921
H -1.39872 0.09326 6.99728
H -0.32990 1.34252 5.16050
H 1.63379 -1.47166 2.78711
H 3.96782 -1.85940 3.46209
H 5.43962 0.05864 3.99944
H 4.55072 2.35996 3.86928
H 2.22859 2.76066 3.19450
H -2.19909 2.22746 3.77759
H -2.86547 4.58595 3.78194
H -1.49922 6.27506 2.59900
H 0.52957 5.57069 1.37076
H 1.16990 3.19922 1.30743
H -3.69742 -3.68888 -1.04009
H -5.02966 -4.98456 0.57025
H -4.48219 -4.93923 2.95894
H -2.85534 0.27201 -1.77780
H -4.20855 0.53207 -3.82729
H -4.39825 -1.34218 -5.42771
H -3.24884 -3.48290 -4.96773
H -1.91021 -3.75100 -2.92002
H 0.32197 -2.15654 -3.03213
H 2.39543 -3.39781 -3.46978
H 3.31408 -4.93497 -1.75877
H 2.11260 -5.23961 0.38298
H 0.03362 -4.01157 0.82525
C 0.48562 1.24844 -4.27231
O 1.45810 0.67225 -3.37287
C 1.05059 0.52173 -2.12830
O -0.05247 0.83827 -1.70747
N 2.01184 -0.02233 -1.33000
N 1.58018 -0.48086 -0.06719
H 0.96642 1.26046 -5.24374
H 0.23588 2.25759 -3.95358
H -0.41345 0.63509 -4.28954
H 2.80032 -0.48034 -1.76216
H 2.24465 -0.17218 0.63820
H 1.54796 -1.50241 -0.06188
F -5.60156 3.01780 0.77996
C -4.42517 2.36459 0.70740
C -3.38509 2.93426 -0.00148
C -2.17454 2.25990 -0.06118
C -1.98484 1.02544 0.56626
C -3.06579 0.48866 1.26373
C -4.28864 1.14898 1.34048
H -3.52766 3.89227 -0.48400
H -1.35805 2.71766 -0.60718
H -2.98052 -0.46234 1.76663
H -5.12613 0.72847 1.88154

Forces on atoms 1 to 2 (eV/Å):
Ni -0.2 -0.7 -0.1
C 0.0 0.0 0.0